Density functional theory data (ωB97M-V/def2-TZVPD) for one molecule with the formula C4H9NO3 in a non-equilibrium geometry.

XYZ file:
```
17
Properties=species:S:1:pos:R:3:forces:R:3:nbo_charge:R:1
C -0.652995 1.810835 0.036856 -0.171 -0.415 -0.169 -0.2636
C 1.504133 -0.046349 0.578689 0.066 -2.780 2.034 0.1831
C 2.358755 -0.183686 -0.420014 -0.423 0.264 0.043 -0.5141
O -0.244593 0.524801 -0.404279 -1.267 -0.016 0.108 -0.5627
H 1.734673 0.417240 1.526683 0.105 0.109 -0.036 0.1893
H -1.384401 2.167244 -0.687970 -0.136 0.345 0.183 0.1778
H -1.065376 1.817312 1.047376 -0.021 -0.103 -0.039 0.1910
H 0.228706 2.452312 0.009120 0.000 0.023 -0.023 0.1920
H 3.375396 0.145726 -0.273327 -0.057 0.507 -0.130 0.2194
H 2.033524 -0.481549 -1.403103 0.168 -0.659 -0.008 0.2167
C -0.695450 -0.746184 0.229813 -0.682 1.882 -0.898 0.8728
N -0.975139 -1.576481 -0.894769 -0.143 -1.143 -0.239 -0.8727
O -1.786728 -0.563525 1.075280 -0.065 0.098 -0.388 -0.6987
O 0.363068 -1.064218 0.984790 2.426 1.288 -1.080 -0.5593
H -2.551702 -0.330948 0.533585 -0.019 -0.041 0.077 0.4710
H -1.900349 -1.984260 -0.933650 -0.081 0.339 0.315 0.3716
H -0.341522 -2.358271 -1.005078 0.300 0.304 0.249 0.3866
```
Positions in Å, forces in eV/Å.

The calculation puts the molar mass at 119.120 g/mol. The value obtained for the HOMO energy is -8.8 eV. Its multiplicity is 1. Its lowest unoccupied orbital energy is 0.74 eV. As for the energy relative to the best compared isomer or geometry (same formula, charge and spin): 404.34 kJ/mol. The calculation puts the total energy at -438.17506 Ha.